Entry 1:
# C19H45N7O26

11 unconnected molecules or ions with the total composition C19H45N7O26 in a non-equilibrium geometry (ωB97M-V/def2-TZVPD, the OMol25 dataset).

Values from the calculation:
SMILES = C[N+](=O)[O-].C[N+](=O)[O-].C[N+](=O)[O-].C[N+](=O)[O-].C[N+](=O)[O-].C[N+](=O)[O-].C[N+](=O)[O-].COC(=O)OC.COC(=O)OC.COC(=O)OC.COC(=O)OC
Energy relative to the best compared isomer or geometry (same formula, charge and spin) = 0.000 eV

Each line ends with the Mulliken charge.
Atoms and positions in Å:
H: 2.102 1.483 2.320  0.071
O: 5.495 5.305 -0.767  -0.561
O: -4.604 -1.101 -5.203  -0.382
C: 5.823 -3.281 -2.550  -0.602
H: 2.894 -3.602 -1.316  0.047
C: -0.846 1.076 -3.068  -0.504
H: 1.694 2.904 3.369  0.302
H: 2.426 0.969 -1.251  0.169
O: 2.232 -6.607 -0.617  -0.574
O: 2.527 2.271 -3.819  -0.473
O: 4.095 -5.548 -0.553  -0.535
O: 1.679 -0.217 5.700  -0.383
H: -5.903 -0.071 -0.819  0.312
H: 3.726 -0.210 -1.369  0.309
H: 3.742 3.168 -0.505  0.208
H: 2.980 -0.049 0.165  0.293
N: 4.295 5.181 -0.896  0.959
H: -1.688 1.740 0.999  -0.052
H: -0.193 -0.594 6.598  0.268
O: -3.592 -0.835 -3.204  -0.540
H: -1.549 -3.468 -3.943  0.329
C: -1.530 -2.397 -4.144  -0.323
H: -1.871 -0.512 3.803  0.150
H: -3.896 -4.350 6.469  0.300
H: -5.310 0.884 -5.105  0.278
C: 2.648 4.380 -4.763  -0.592
O: -2.701 -2.027 -4.883  -0.374
O: 1.858 -1.001 -1.353  -0.359
H: -4.561 0.636 -1.811  0.103
H: -1.114 0.849 -4.097  0.366
H: -0.724 -2.233 -4.858  0.292
C: 2.354 2.051 3.219  -0.270
C: -2.875 -0.144 4.005  -0.233
O: 3.881 2.554 -5.455  -0.527
O: -2.095 2.124 -1.418  -0.505
O: 0.312 0.601 4.111  -0.508
N: 6.489 -3.069 -1.226  0.958
H: 1.714 -4.040 -0.083  0.265
N: -4.520 1.011 0.257  0.952
C: 3.621 4.147 -0.042  -0.661
O: 0.462 3.162 0.896  -0.383
O: -3.779 -1.115 4.517  -0.331
H: -5.253 -3.723 7.409  0.226
H: -0.533 -1.928 1.477  0.561
C: -3.399 -1.859 5.531  0.691
O: 3.582 5.839 -1.621  -0.559
O: 6.800 -4.053 -0.606  -0.516
H: 4.916 -2.680 -2.569  0.095
H: 2.782 4.662 -5.801  0.288
H: 1.634 4.468 -4.394  0.242
H: 1.211 -1.565 7.104  0.279
H: 2.603 4.501 0.057  0.270
C: -5.613 -0.136 -4.884  -0.533
N: 3.031 2.938 -4.701  0.825
O: -0.070 -2.085 -1.207  -0.682
H: -5.882 -0.247 -3.833  0.174
O: 0.549 -0.609 0.373  0.060
H: 3.309 2.511 2.954  0.172
N: -1.793 2.102 -2.583  1.046
H: -1.525 -0.774 0.524  0.285
O: 2.506 1.136 4.283  -0.405
H: -2.696 0.652 4.734  0.364
C: 0.718 -1.089 6.261  -0.630
H: -1.212 2.158 2.678  0.225
H: 3.371 4.841 -4.093  0.215
O: -0.977 4.725 1.217  -0.611
C: -1.590 2.535 1.728  -0.334
C: 1.402 0.476 4.615  0.762
H: 6.505 -2.877 -3.291  0.319
H: 1.409 -4.524 -1.772  0.305
O: -2.291 2.838 -3.409  -0.607
H: 0.213 1.297 -2.996  0.218
H: 4.205 4.051 0.869  0.338
H: -3.651 -3.174 7.824  0.297
C: 2.168 -4.352 -1.020  -0.458
N: 2.906 -5.610 -0.742  0.948
C: 2.758 -0.011 -0.903  -0.562
C: -3.621 -1.283 -4.327  0.845
C: -5.272 0.795 -1.004  -0.666
N: -0.639 3.563 1.243  0.888
C: 0.702 -1.285 -0.741  0.697
O: -4.486 -2.401 6.079  -0.348
H: -1.167 0.195 -2.512  -0.079
H: -3.361 0.264 3.124  0.106
O: -3.890 0.066 0.679  -0.492
H: -5.893 1.658 -1.224  0.352
C: -0.634 -0.896 1.135  -0.129
H: 5.559 -4.332 -2.587  0.303
O: -2.257 -2.050 5.868  -0.550
C: -4.281 -3.473 6.987  -0.655
H: -6.466 -0.472 -5.470  0.271
H: -2.516 3.077 1.882  0.300
O: 6.646 -1.924 -0.869  -0.566
H: 0.351 -1.894 5.622  0.306
H: -0.675 -0.304 2.042  -0.583
H: -1.381 -1.875 -3.206  -0.020
O: -4.512 2.112 0.752  -0.551

Entry 2:
# C5H3N3

A single C5H3N3 molecule in a non-equilibrium geometry (ωB97M-V/def2-TZVPD, the OMol25 dataset).

Values from the calculation:
SMILES = N#CCC(C#N)C#N
Energy relative to the best compared isomer or geometry (same formula, charge and spin) = 6.008 eV

Each line ends with the natural charge from an NBO analysis.
Atoms and positions in Å:
H: -0.985 -1.739 -0.464  0.285
N: 1.061 1.944 1.906  -0.231
N: -0.782 1.655 -1.541  -0.244
N: 1.847 -0.620 -1.584  -0.253
H: 0.550 -1.330 0.758  0.310
C: -1.031 -0.516 -0.067  -0.553
C: 1.225 -0.238 -0.741  0.262
C: 0.633 1.039 1.274  0.265
C: -1.326 0.481 -0.897  0.258
C: 0.390 -0.210 0.422  -0.384
H: -1.582 -0.466 0.933  0.285

The calculation returns the following Kohn-Sham gap values, one per record and in order: 0.4013; 0.3727 hartree.
The calculation returns the following total energy values, one per record and in order: -3089.8357; -356.3513 a.u..
The calculation returns the following HOMO energy values, one per record and in order: -11.00; -11.07 eV.